Record 1
Here is the ion CH3O4 with charge +1 in a non-equilibrium geometry from the Open Molecules 2025 dataset. Energies are from ωB97M-V with the def2-TZVPD basis set.

Last column: natural (NBO) charge in e.
Positions of all 8 atoms, in Å:
C 0.366 0.313 0.062  1.06
O -0.938 0.614 -0.201  -0.22
O 0.463 -0.840 0.611  -0.59
O 1.466 0.791 -0.406  -0.60
O -1.749 -0.655 -0.126  -0.32
H -2.512 -0.359 0.493  0.51
H 1.557 1.519 -1.110  0.58
H 1.347 -1.383 0.678  0.58

As for the total charge: +1. As for the frontier orbital gap: 11.53 eV. The value obtained for the energy above the lowest of the compared OMol25 structures with the same formula, charge and spin is 19.8 kcal per mole.

Record 2
Here is an isolated molecule of C14H21N3O2S from the Open Molecules 2025 dataset. Energies are from ωB97M-V with the def2-TZVPD basis set.

Last column: natural (NBO) charge in e.
Positions of all 41 atoms, in Å:
C 1.517 1.917 -4.125  -0.43
N 0.732 0.754 -3.793  -0.85
S -0.914 0.967 -3.708  2.30
O -1.473 -0.317 -3.408  -0.95
O -1.322 1.637 -4.906  -0.95
C -1.234 2.094 -2.291  -0.66
C -0.265 1.789 -1.203  -0.09
C -0.214 0.505 -0.688  -0.23
C 0.736 0.204 0.285  -0.03
C 1.629 1.214 0.726  0.13
C 1.575 2.504 0.214  -0.24
C 0.626 2.773 -0.749  -0.21
H 0.557 3.770 -1.160  0.21
H 2.254 3.270 0.557  0.22
N 2.453 0.657 1.657  -0.53
C 2.113 -0.662 1.818  -0.01
C 1.066 -0.987 1.006  -0.11
C 0.392 -2.310 0.874  -0.42
H 0.357 -2.582 -0.184  0.21
H 0.969 -3.064 1.411  0.22
C -1.050 -2.335 1.410  -0.21
N -1.088 -2.336 2.865  -0.45
C -2.172 -3.137 3.394  -0.40
H -2.077 -4.160 3.033  0.20
H -2.103 -3.149 4.482  0.20
H -3.167 -2.754 3.115  0.16
C -1.123 -0.998 3.416  -0.42
H -0.287 -0.424 3.025  0.21
H -1.030 -1.057 4.500  0.20
H -2.057 -0.466 3.174  0.16
H -1.513 -3.259 1.056  0.20
H -1.619 -1.492 0.990  0.17
H 2.643 -1.283 2.515  0.22
H 3.190 1.133 2.148  0.41
H -0.891 -0.248 -1.060  0.24
H -1.147 3.104 -2.676  0.24
H -2.264 1.884 -2.015  0.26
H 1.073 0.213 -3.013  0.40
H 2.467 1.604 -4.559  0.21
H 1.711 2.562 -3.261  0.19
H 0.948 2.466 -4.872  0.23

As for the frontier orbital gap: 8.69 eV. The value obtained for the energy above the lowest of the compared OMol25 structures with the same formula, charge and spin is 42.7 kcal per mole. Its SMILES is CNS(=O)(=O)Cc1ccc2[nH]cc(CCN(C)C)c2c1.

Record 3
Here is a structure of composition C5H9NO2 in a non-equilibrium geometry from the Open Molecules 2025 dataset. Energies are from ωB97M-V with the def2-TZVPD basis set.

Last column: natural (NBO) charge in e.
Positions of all 17 atoms, in Å:
C 0.188 -0.594 -0.031  0.15
C -0.944 -0.969 -0.847  -0.24
C -0.981 1.215 0.476  -0.26
C 0.280 0.886 -0.275  0.02
C 1.661 -0.454 -0.422  -0.06
H 1.055 -0.680 1.663  0.47
H -0.958 -1.022 -1.847  0.21
H -1.397 -2.034 -0.684  0.20
H -2.710 0.097 0.079  0.39
H -1.053 0.863 1.656  0.22
H -1.350 2.288 0.388  0.21
H 0.289 1.407 -1.327  0.23
H 1.302 -0.313 -1.758  0.11
H 2.542 -1.124 -0.110  0.21
N -1.779 0.205 -0.349  -0.66
O -0.060 -0.998 1.374  -0.69
O 1.748 0.820 -0.001  -0.53

As for the frontier orbital gap: 9.57 eV. The value obtained for the energy above the lowest of the compared OMol25 structures with the same formula, charge and spin is 172.8 kcal per mole.

Record 4
Here is an isolated molecule of C3HNO2 in a non-equilibrium geometry from the Open Molecules 2025 dataset. Energies are from ωB97M-V with the def2-TZVPD basis set.

Last column: natural (NBO) charge in e.
Positions of all 7 atoms, in Å:
O -1.755 -1.237 -0.457  -0.46
C -1.482 -0.144 -0.110  0.65
C 0.524 0.136 0.449  0.22
O -0.237 0.451 -0.561  -0.46
C 1.918 0.201 0.120  0.10
N 3.065 0.046 0.024  -0.21
H -2.032 0.546 0.535  0.16

As for the frontier orbital gap: 8.89 eV. The value obtained for the energy above the lowest of the compared OMol25 structures with the same formula, charge and spin is 50.9 kcal per mole.

Record 5
Here is a cluster of 2 separate species, C5H13N in total in a non-equilibrium geometry from the Open Molecules 2025 dataset. Energies are from ωB97M-V with the def2-TZVPD basis set.

Last column: Löwdin spin population.
Positions of all 19 atoms, in Å:
C 2.003 0.546 -1.266  0.00
C 1.555 1.038 0.121  0.00
C -0.013 1.230 0.161  0.03
C -0.650 -0.122 0.013  0.19
N -0.481 -1.060 1.120  0.32
C -1.524 -2.046 0.923  0.03
H 1.505 -0.411 -1.443  0.00
H 1.755 1.311 -2.007  0.00
H 3.068 0.327 -1.370  0.00
H 2.053 1.995 0.342  0.00
H 1.854 0.310 0.871  0.00
H -0.298 1.898 -0.662  0.01
H -0.348 1.652 1.107  0.01
H -0.445 -0.562 -0.972  0.02
H -1.824 -0.038 0.240  0.09
H -2.548 0.775 0.083  0.27
H -1.389 -2.908 1.588  0.00
H -1.784 -2.368 -0.102  0.00
H -2.488 -1.566 1.255  0.01

As for the total charge: -1. The spin multiplicity is 2. As for the frontier orbital gap (spin up / spin down): 5.26 / 5.94 eV. The value obtained for the energy above the lowest of the compared OMol25 structures with the same formula, charge and spin is 65.9 kcal per mole.

Record 6
Here is a structure of composition C31H51ClP2Tl in a non-equilibrium geometry from the Open Molecules 2025 dataset. Energies are from ωB97M-V with the def2-TZVPD basis set.

Last column: Löwdin charge in e.
Positions of all 86 atoms, in Å:
Tl -0.711 -0.050 -0.047  0.69
C 1.283 -1.476 -1.942  -0.30
C 0.985 -0.254 -2.605  -0.25
C 2.420 0.246 -0.871  -0.25
C 2.225 -1.173 -0.920  -0.23
C 1.690 0.813 -1.936  -0.26
C 0.865 -2.814 -2.401  -0.05
H -0.137 -2.842 -2.833  0.07
H 0.906 -3.582 -1.633  0.05
H 1.557 -3.112 -3.191  0.10
C 3.067 -2.149 -0.219  -0.05
H 2.717 -3.171 -0.372  0.07
H 3.093 -1.971 0.854  -0.01
H 4.107 -2.052 -0.555  0.11
C 3.381 0.975 -0.021  -0.04
H 4.281 1.158 -0.614  0.10
H 3.689 0.412 0.855  0.07
H 3.017 1.953 0.304  0.07
C 1.903 2.183 -2.433  -0.04
H 2.733 2.109 -3.149  0.11
H 2.222 2.859 -1.638  0.06
H 1.039 2.630 -2.936  0.08
C 0.421 -0.228 -3.965  -0.01
H 1.229 -0.647 -4.597  0.12
H 0.133 0.774 -4.307  0.07
H -0.462 -0.875 -4.081  0.08
C -3.469 0.235 -1.252  -0.20
C -3.027 -0.402 -2.333  -0.15
C -3.632 -0.142 -3.684  -0.17
C -3.298 1.241 -4.350  -0.16
C -2.451 2.226 -3.575  -0.11
C -2.941 2.856 -2.500  -0.11
C -4.349 2.578 -2.007  -0.17
C -4.621 1.200 -1.303  -0.17
H -4.734 -0.232 -3.642  0.11
H -4.268 1.720 -4.565  0.11
H -3.298 -0.930 -4.376  0.11
H -5.494 0.737 -1.805  0.11
H -2.949 0.175 -0.282  -0.02
H -2.138 -1.046 -2.308  0.06
H -4.947 1.421 -0.273  0.10
H -4.620 3.372 -1.289  0.10
H -2.359 3.573 -1.907  0.10
H -5.052 2.646 -2.857  0.11
H -2.802 1.035 -5.314  0.11
H -1.421 2.340 -3.925  0.09
P -0.915 -2.430 0.997  0.65
C 0.410 -3.574 1.389  -0.27
H -0.122 -4.305 2.009  0.06
H 1.194 -3.116 2.007  -0.06
H 0.862 -3.987 0.473  0.05
C -1.774 -2.037 2.545  -0.25
H -1.941 -3.057 2.918  0.05
H -2.711 -1.501 2.305  0.05
H -1.108 -1.443 3.199  0.05
C -2.021 -3.450 -0.022  -0.22
H -2.968 -2.901 -0.177  0.06
H -2.097 -4.327 0.642  0.06
H -1.511 -3.682 -0.979  0.05
P -0.344 2.190 1.201  0.66
C 0.364 3.598 0.312  -0.23
H -0.216 4.402 0.784  0.06
H 0.236 3.535 -0.784  0.04
H 1.427 3.628 0.616  0.06
C -1.995 2.319 1.961  -0.24
H -2.689 2.756 1.224  0.05
H -1.746 2.941 2.831  0.05
H -2.332 1.319 2.298  0.05
C 0.688 2.295 2.696  -0.30
H 0.486 3.343 2.977  0.07
H 1.754 2.169 2.414  0.05
H 0.296 1.535 3.407  0.06
Cl 3.235 -3.262 2.868  0.81
C 3.216 -1.891 3.920  -0.55
C 4.074 -1.893 4.995  -0.10
C 4.145 -0.774 5.840  -0.06
C 3.373 0.365 5.582  -0.07
C 2.513 0.391 4.502  -0.03
C 2.426 -0.718 3.578  -0.26
C 1.871 -0.595 2.331  -0.01
H 4.662 -2.795 5.141  0.11
H 4.809 -0.838 6.687  0.11
H 3.421 1.243 6.229  0.11
H 1.945 1.288 4.269  0.06
H 1.827 0.359 1.839  0.01
H 1.470 -1.423 1.772  -0.01

As for the total charge: +1. As for the frontier orbital gap (spin up / spin down): 4.98 / 5.37 eV.

Record 7
Here is an isolated molecule of C17H20F3N3O2 in a non-equilibrium geometry from the Open Molecules 2025 dataset. Energies are from ωB97M-V with the def2-TZVPD basis set.

Last column: natural (NBO) charge in e.
Positions of all 45 atoms, in Å:
C 4.891 2.075 -0.035  -0.61
H 5.204 1.275 0.631  0.20
H 5.732 2.353 -0.664  0.21
H 4.614 2.934 0.573  0.21
C 3.714 1.630 -0.903  -0.21
N 2.558 1.275 -0.110  -0.44
C 2.281 0.042 0.361  0.70
O 1.300 -0.167 1.056  -0.67
C 3.230 -1.089 -0.022  -0.49
H 3.310 -1.135 -1.109  0.24
H 4.218 -0.917 0.406  0.23
C 2.659 -2.422 0.472  -0.45
C 1.304 -2.584 -0.110  0.49
N 0.975 -2.454 -1.354  -0.32
N -0.369 -2.569 -1.423  -0.29
C -0.792 -2.764 -0.218  0.47
O 0.228 -2.804 0.668  -0.41
C -2.196 -2.841 0.250  -0.48
C -2.772 -1.451 0.389  0.00
C -2.010 -0.408 0.906  -0.20
C -2.549 0.861 1.030  -0.19
C -3.855 1.110 0.649  -0.21
C -4.616 0.069 0.135  -0.09
C -4.082 -1.205 0.003  -0.20
H -4.688 -1.999 -0.406  0.22
C -6.045 0.323 -0.247  0.97
F -6.517 -0.549 -1.150  -0.32
F -6.873 0.240 0.817  -0.33
F -6.236 1.548 -0.765  -0.32
H -4.282 2.097 0.742  0.23
H -1.943 1.660 1.427  0.22
H -0.986 -0.573 1.207  0.25
H -2.783 -3.417 -0.464  0.25
H -2.211 -3.343 1.222  0.24
H 2.565 -2.425 1.558  0.24
H 3.305 -3.243 0.157  0.24
C 1.621 2.343 0.201  -0.22
C 0.533 2.456 -0.862  -0.62
H 0.965 2.667 -1.838  0.20
H -0.021 1.522 -0.924  0.23
H -0.157 3.255 -0.608  0.21
H 2.176 3.279 0.288  0.19
H 1.165 2.109 1.166  0.23
H 3.423 2.449 -1.567  0.20
H 4.013 0.788 -1.529  0.21

As for the frontier orbital gap: 9.95 eV. The value obtained for the energy above the lowest of the compared OMol25 structures with the same formula, charge and spin is 1.3 kcal per mole. Its SMILES is CCN(CC)C(=O)CCc1nnc(Cc2cccc(C(F)(F)F)c2)o1.

Record 8
Here is an isolated molecule of C3HCl2F in a non-equilibrium geometry from the Open Molecules 2025 dataset. Energies are from ωB97M-V with the def2-TZVPD basis set.

Last column: natural (NBO) charge in e.
Positions of all 7 atoms, in Å:
C -0.117 -0.213 0.197  0.29
C -0.464 1.180 0.667  -0.09
C -0.717 2.324 0.894  -0.14
H -0.828 3.293 1.101  0.22
F -0.873 -1.063 0.890  -0.30
Cl 1.692 -0.409 0.331  0.01
Cl -0.723 -0.383 -1.487  0.01

As for the frontier orbital gap: 11.53 eV. The value obtained for the energy above the lowest of the compared OMol25 structures with the same formula, charge and spin is 8.5 kcal per mole. Its SMILES is C#CC(F)(Cl)Cl.

Record 9
Here is an isolated molecule of C2H5NO2 in a non-equilibrium geometry from the Open Molecules 2025 dataset. Energies are from ωB97M-V with the def2-TZVPD basis set.

Last column: natural (NBO) charge in e.
Positions of all 10 atoms, in Å:
O -1.468 -1.184 0.619  -0.57
C -0.715 -1.254 -0.311  0.54
N 0.128 -0.244 -0.730  -0.69
C 0.680 0.631 0.301  0.08
O 0.068 1.858 0.606  -0.70
H -0.530 -2.215 -0.832  0.11
H 0.160 0.023 -1.706  0.41
H 0.780 0.009 1.191  0.17
H 1.707 0.793 -0.026  0.17
H -0.810 1.583 0.888  0.48

As for the frontier orbital gap: 11.20 eV. The value obtained for the energy above the lowest of the compared OMol25 structures with the same formula, charge and spin is 25.6 kcal per mole. Its SMILES is O=CNCO.

Record 10
Here is a structure of composition C10H18F6LiN3O11S2 in a non-equilibrium geometry from the Open Molecules 2025 dataset. Energies are from ωB97M-V with the def2-TZVPD basis set.

Last column: natural (NBO) charge in e.
Positions of all 51 atoms, in Å:
Li 12.574 -15.042 -14.587  0.97
C 8.093 -14.430 -9.415  0.79
F 9.116 -14.853 -8.673  -0.33
F 7.741 -15.489 -10.246  -0.34
F 7.145 -14.092 -8.608  -0.30
S 8.706 -12.848 -10.493  2.03
O 9.201 -11.931 -9.442  -0.91
O 9.824 -13.308 -11.298  -0.92
N 7.320 -12.383 -11.543  -1.04
S 6.882 -11.113 -10.694  2.11
O 6.410 -11.457 -9.352  -0.96
O 7.861 -10.025 -10.849  -0.93
C 5.274 -10.401 -11.610  0.77
F 5.651 -10.113 -12.895  -0.33
F 4.261 -11.245 -11.556  -0.32
F 4.853 -9.279 -11.074  -0.32
C 9.108 -19.142 -16.121  -0.72
C 8.874 -17.651 -15.993  0.72
O 8.136 -16.937 -16.754  -0.79
O 9.258 -17.093 -14.961  -0.79
H 8.202 -19.664 -16.426  0.20
H 9.530 -19.632 -15.243  0.20
H 9.754 -19.282 -16.988  0.19
N 11.574 -11.341 -16.580  0.73
O 10.522 -11.649 -16.125  -0.51
O 11.612 -10.458 -17.467  -0.59
O 12.488 -12.006 -16.201  -0.61
C 17.740 -18.093 -10.401  -0.26
O 16.546 -17.360 -10.595  -0.56
C 15.373 -18.247 -10.506  -0.09
C 14.400 -17.468 -11.380  -0.26
N 14.924 -16.901 -12.691  -0.63
C 15.137 -18.034 -13.585  -0.25
C 15.346 -17.734 -15.021  -0.06
O 14.156 -17.244 -15.592  -0.56
C 14.201 -17.062 -17.003  -0.26
H 18.467 -17.512 -9.836  0.18
H 18.235 -18.260 -11.358  0.17
H 17.710 -19.052 -9.884  0.17
H 14.866 -18.346 -9.546  0.19
H 15.659 -19.244 -10.840  0.17
H 14.046 -16.587 -10.844  0.22
H 13.492 -18.063 -11.476  0.21
H 15.806 -16.527 -12.374  0.37
H 14.318 -18.752 -13.551  0.21
H 15.986 -18.566 -13.155  0.17
H 15.686 -18.628 -15.543  0.17
H 16.110 -16.973 -15.176  0.16
H 13.229 -16.774 -17.404  0.22
H 14.538 -17.951 -17.536  0.17
H 14.860 -16.248 -17.305  0.17

As for the total charge: -2. As for the frontier orbital gap: 4.90 eV.

Record 11
Here is a cluster of 2 separate species, C2H4O2S in total in a non-equilibrium geometry from the Open Molecules 2025 dataset. Energies are from ωB97M-V with the def2-TZVPD basis set.

Last column: natural (NBO) charge in e.
Positions of all 9 atoms, in Å:
C -0.509 -1.281 -0.784  -0.16
C -0.577 0.111 -1.055  0.12
O 0.554 -0.588 -1.435  -0.45
O 1.038 0.937 1.954  -0.95
S -1.220 1.506 -1.068  0.09
H -0.072 -1.681 0.098  0.21
H -1.045 -1.989 -1.397  0.19
H 1.357 1.454 1.190  0.48
H 0.474 1.531 2.497  0.48

As for the frontier orbital gap: 9.49 eV. The value obtained for the energy above the lowest of the compared OMol25 structures with the same formula, charge and spin is 57.8 kcal per mole. Its SMILES is S=C1CO1.O.

Record 12
Here is the ion C5H4N2O4P with charge -1 in a non-equilibrium geometry from the Open Molecules 2025 dataset. Energies are from ωB97M-V with the def2-TZVPD basis set.

Last column: natural (NBO) charge in e.
Positions of all 16 atoms, in Å:
C 1.556 0.226 1.422  -0.18
C 2.023 -1.064 1.113  -0.29
C 0.606 0.834 0.691  -0.24
C 1.322 -1.655 0.067  0.02
C 0.002 0.124 -0.357  -0.10
N 0.340 -1.104 -0.620  -0.42
N -2.696 0.320 -0.559  0.28
O -1.215 2.708 -1.348  -1.09
O -2.491 -0.124 0.541  -0.40
O -3.781 0.464 -1.066  -0.38
O -1.238 0.200 -2.832  -1.07
P -1.285 0.848 -1.492  2.02
H 2.309 0.562 2.279  0.20
H 2.776 -1.457 1.757  0.21
H 0.442 1.852 0.771  0.24
H 1.332 -2.732 -0.369  0.19

As for the total charge: -1. As for the frontier orbital gap: 8.34 eV. The value obtained for the energy above the lowest of the compared OMol25 structures with the same formula, charge and spin is 57.9 kcal per mole. Its SMILES is O=[N+]([O-])[P@](=O)([O-])c1ccccn1.